Record 1
The following is a quantum chemistry calculation of C5H9N as an isolated structure at a distorted geometry, from OMol25.

Each line ends with the natural charge from an NBO analysis.
Element x y z (Å)
N: -1.2661 1.8884 -0.0563  -0.5370
C: 0.4614 -0.5945 0.5451  0.0014
C: -1.6415 -0.3567 -1.1370  -0.6508
C: 0.2984 0.4070 1.4839  -0.6705
C: -1.5135 0.9168 -0.7171  0.3461
C: 1.5374 -0.4564 -0.4923  -0.6702
H: 1.0895 1.1583 1.5376  0.2350
H: -0.1787 0.1823 2.4351  0.2367
H: -1.1962 -0.6953 -2.0676  0.2312
H: 1.9417 0.5616 -0.4893  0.2179
H: 2.3583 -1.1390 -0.2337  0.2304
H: 1.2107 -0.7004 -1.5059  0.2268
H: 0.0262 -1.5764 0.7023  0.2124
H: -2.5696 -0.8527 -0.8591  0.2361
H: -0.5579 1.2571 0.8543  0.3544

Atoms 1-2, force components in eV/Å:
-0.08 -0.82 -0.07
0.23 0.10 0.34

Its electronic energy is -6817.651 eV. The charge is 0. For the HOMO-LUMO gap, the calculation gives 9.29 eV. Its lowest unoccupied orbital energy is 0.024 Ha. The calculation puts the highest occupied orbital energy at -8.65 eV.


Record 2
The following is a quantum chemistry calculation of C10H9NO as an isolated structure at a distorted geometry, from OMol25.

Each line ends with the natural charge from an NBO analysis.
Element x y z (Å)
O: -0.1733 -1.9238 -2.0825  -0.7006
N: 0.8823 -0.0526 -0.8620  -0.4652
C: -3.0227 -0.9260 0.1079  -0.1607
C: 1.0947 1.5285 0.9830  -0.2628
C: -0.4648 -0.0040 -0.5354  0.0973
C: 1.6041 0.8485 -0.2315  0.2808
C: -0.1312 1.2733 1.4846  -0.1495
C: 3.3018 0.9410 -0.3499  -0.6482
C: -1.0066 -1.2141 -1.2457  0.3452
C: -1.0652 0.4621 0.7135  -0.0608
C: -2.2667 -1.7168 -0.9105  -0.2868
C: -2.4109 -0.0080 0.9048  -0.2608
H: 0.8555 -1.7086 -1.9623  0.5253
H: 1.8879 1.9222 1.6048  0.2251
H: -4.0177 -1.1158 -0.0640  0.2124
H: 4.0926 0.1120 -0.8186  0.2479
H: -0.6125 1.6911 2.2440  0.2119
H: -2.7842 -2.5508 -1.2957  0.2212
H: 3.5278 0.4360 0.8806  0.1972
H: 3.7437 1.8766 -0.4072  0.2095
H: -3.0346 0.1292 1.8422  0.2217

Atoms 1-2, force components in eV/Å:
1.48 0.50 0.40
0.62 3.69 0.89

Its electronic energy is -14049.349 eV. The charge is 0. For the HOMO-LUMO gap, the calculation gives 8.41 eV. Its lowest unoccupied orbital energy is 0.007 Ha. The calculation puts the highest occupied orbital energy at -8.21 eV.


Record 3
The following is a quantum chemistry calculation of CHLiO2Y as an isolated structure at a distorted geometry, from OMol25.

Each line ends with the natural charge from an NBO analysis.
Element x y z (Å)
Y: 2.1478 -0.1016 0.8652  2.7089
O: 0.2043 -1.1152 -0.1843  -0.8576
O: 0.1421 0.9610 0.2952  -0.9078
C: -0.5757 0.0002 -0.1226  0.4648
Li: -1.7252 1.9424 0.0332  0.9800
H: -0.1933 -1.6867 -0.8867  0.6118

Atoms 1-2, force components in eV/Å:
-2.08 0.27 -0.91
0.97 -0.13 -0.32

Its electronic energy is -6361.519 eV. The charge is +3. For the HOMO-LUMO gap, the calculation gives 6.58 eV. Its lowest unoccupied orbital energy is -0.610 Ha. The calculation puts the highest occupied orbital energy at -23.19 eV.


Record 4
The following is a quantum chemistry calculation of one molecule with the formula C19H23N3O4 at a distorted geometry, from OMol25.

Each line ends with the natural charge from an NBO analysis.
Element x y z (Å)
O: 4.0921 -2.2315 -1.7075  -0.5522
O: -3.7498 0.0799 1.6975  -0.5596
O: -1.8971 -5.3134 -3.7044  -0.5242
O: 1.7005 0.3185 -0.6883  -0.5252
N: -2.3071 1.7555 2.0157  -0.6014
N: -4.7834 3.7120 3.5196  -0.1687
N: -4.4229 2.5808 2.8900  -0.2501
C: -0.4444 0.3969 0.2736  -0.2442
C: 2.7288 -0.1673 -1.5250  0.0784
C: -1.9325 -1.5161 0.2471  -0.1477
C: 3.4993 1.1211 -1.8498  -0.6098
C: 0.2277 -1.6187 -0.9083  -0.2700
C: -1.4031 -4.6301 -1.5348  0.0134
C: -3.1453 2.6796 2.6094  0.2867
C: -6.1418 4.0425 3.9171  -0.3991
C: -2.6568 3.9586 3.0775  -0.3596
C: 4.7725 -3.3361 -1.1088  -0.2486
C: -2.3919 -6.3858 -4.5481  -0.2577
C: -1.0015 -2.2189 -0.5470  -0.1011
C: -2.6406 0.5145 1.5245  0.6565
C: -1.6564 -0.2217 0.7095  -0.1298
C: -3.7107 4.6060 3.7117  -0.0583
C: 3.6752 -1.2108 -0.8270  -0.0805
C: -1.6033 -5.7889 -2.3993  -0.1363
C: 0.5113 -0.3268 -0.4913  0.3949
C: -1.3043 -3.5285 -1.0283  -0.0044
H: 2.3693 -0.6385 -2.4400  0.1904
H: -3.7157 5.6210 4.1315  0.2301
H: 4.0381 -3.8926 -0.4939  0.1696
H: 3.0655 -1.6352 -0.0221  0.1722
H: -6.3147 5.1234 3.9802  0.2092
H: 4.5283 -0.6850 -0.4010  0.1677
H: 4.0130 1.4499 -0.9443  0.2065
H: -0.6607 -6.3654 -2.3750  0.1908
H: 4.1937 0.9185 -2.6488  0.2152
H: 0.9385 -2.1422 -1.4954  0.2271
H: -3.3658 -6.7151 -4.2383  0.1714
H: 5.1579 -4.0623 -1.8665  0.2008
H: 2.7965 1.9241 -2.1367  0.2209
H: -2.8606 -2.0439 0.4870  0.2482
H: -1.3955 2.1053 1.7786  0.3992
H: 5.5892 -2.9829 -0.4546  0.1706
H: -0.1365 1.4005 0.5011  0.2060
H: -2.4563 -6.1247 -5.6127  0.2003
H: -1.7212 -7.2545 -4.5020  0.1660
H: -6.8095 3.6342 3.2004  0.2231
H: -1.6184 4.3015 3.0263  0.2168
H: -6.3553 3.6077 4.9074  0.2019
H: -2.3921 -6.4378 -2.0212  0.1945

Atoms 1-2, force components in eV/Å:
0.21 -0.08 -0.82
-0.63 -0.67 0.18

Its electronic energy is -32732.398 eV. As for the SMILES: COCC#Cc1cc(O[C@@H](C)COC)cc(C(=O)Nc2ccn(C)n2)c1. The charge is 0. For the HOMO-LUMO gap, the calculation gives 8.49 eV. Its lowest unoccupied orbital energy is 0.011 Ha. The calculation puts the highest occupied orbital energy at -8.20 eV.


Record 5
The following is a quantum chemistry calculation of one molecule with the formula C5H6N2O2S at a distorted geometry, from OMol25.

Each line ends with the natural charge from an NBO analysis.
Element x y z (Å)
S: -1.0787 0.9811 -2.4611  0.5954
O: 1.7114 -0.2613 1.4429  -0.6901
O: -0.2390 0.9042 2.1811  -0.5995
N: -0.9366 2.5563 -0.0734  -0.8121
N: -0.6572 -0.5892 -2.1284  -0.6347
C: 0.4588 0.3799 1.2744  0.7907
C: -0.6055 1.4299 -0.8098  0.0979
C: 0.4049 -2.1731 -0.5333  -0.6551
C: 0.0099 0.4182 -0.1217  -0.3706
C: 0.0057 -0.7835 -0.9789  0.2757
H: 0.2096 -3.0831 -1.1412  0.2471
H: -1.9428 2.7948 -0.0110  0.3952
H: 1.8784 -0.4998 2.3618  0.5007
H: 1.4820 -2.1654 -0.3184  0.2385
H: -0.5558 2.3436 0.8549  0.4009
H: -0.1449 -2.2526 0.4621  0.2200

Atoms 1-2, force components in eV/Å:
0.69 -0.28 2.79
-2.38 0.93 -0.58

Its electronic energy is -23192.096 eV. As for the SMILES: Cc1nsc(N)c1C(=O)O. The charge is 0. For the HOMO-LUMO gap, the calculation gives 9.19 eV. Its lowest unoccupied orbital energy is 0.014 Ha. The calculation puts the highest occupied orbital energy at -8.80 eV.


Record 6
The following is a quantum chemistry calculation of C43H63AsGeN6O4STi as an isolated structure, from OMol25.

Each line ends with the Mulliken charge.
Element x y z (Å)
As: 2.3388 -3.2906 0.1203  0.7554
Ge: 0.3364 -2.3398 -4.5001  0.8388
Ti: 0.9229 -0.0560 0.6972  -0.8876
S: -0.9852 0.9934 1.9765  0.3493
O: 2.0508 -1.6482 0.2692  0.4025
O: 0.0853 -1.6483 1.7173  -0.6026
O: 0.1425 -0.0141 -0.8908  -0.5463
O: 0.7625 2.1155 0.4691  0.5763
N: 2.3394 0.6309 2.2534  0.5070
N: -1.8686 -1.3776 2.9729  -0.4393
N: -3.0867 1.4451 -2.8674  -0.1657
N: 2.7586 0.5972 -0.4462  1.1716
N: -2.4465 0.5003 4.1192  0.2442
N: -1.5581 3.3653 -0.2892  0.5878
C: -2.5198 -3.9323 1.6741  -0.1778
C: 4.4143 -0.2346 1.2840  -0.2181
C: -2.7919 -5.2870 1.5481  -0.8182
C: 1.7645 1.4052 -3.7792  -0.5337
C: -1.2918 -3.5157 2.1759  -0.1863
C: 0.9097 3.0710 1.3114  0.1504
C: 2.5047 1.7943 2.7588  -0.6036
C: 2.7510 0.8067 -1.7037  -0.9056
C: 2.1248 -3.0650 -4.8348  -1.2821
C: 0.7899 -4.2407 -0.4780  -0.4549
C: 0.3485 -0.0217 -2.3064  2.1749
C: 2.0016 4.1231 3.2208  -0.4486
C: -3.0029 3.3023 -0.5650  -1.1347
C: -0.2634 -1.3197 -6.0451  -1.3140
C: -3.1501 -0.3481 5.1018  -0.5167
C: 3.4326 -0.3164 2.4808  -0.4107
C: -2.5225 1.9520 4.3190  -0.9187
C: -3.4475 3.7292 -1.9560  -1.2304
C: 1.3655 5.3507 3.0151  -0.2063
C: -0.8124 0.6852 -2.9720  -0.4192
C: -0.9344 -3.8004 -4.2212  -1.3346
C: -1.7947 -0.0385 3.0987  0.4865
C: -3.5408 2.6440 3.4221  -0.4044
C: 3.0766 -3.9954 1.7432  -1.2590
C: 4.0489 0.8098 0.2283  -1.3700
C: -0.9944 -2.0562 2.2838  -0.6583
C: -0.5668 1.3246 -4.2521  -1.0264
C: 0.9453 2.2043 -6.0503  -1.6414
C: -0.6478 -5.8110 2.5032  -1.0031
C: 0.4290 5.3887 2.0079  -0.6668
C: -4.6352 -0.4798 4.8055  -1.1135
C: -0.3604 -4.4579 2.5942  0.3705
C: 3.7002 -3.5058 -1.2086  -1.0442
C: 0.1639 4.2826 1.1728  0.2209
C: 0.4853 -1.5019 -2.6917  -0.2024
C: -1.8581 -6.2266 1.9638  -0.5019
C: -2.8976 2.8768 -3.0959  -0.5765
C: -1.0451 4.3148 0.4347  -0.6410
C: 1.7724 2.9975 2.4410  1.0582
C: 1.6490 6.5336 3.9002  -1.6733
C: -2.0404 0.6680 -2.4150  -0.6788
C: 0.6660 1.6179 -4.6993  0.0425
C: 1.6290 0.7375 -2.6177  0.1955
H: 2.2157 -3.4532 -5.8489  0.4775
H: 2.5508 -3.5828 2.5990  0.2941
H: -0.1497 6.2944 1.8558  0.4965
H: 4.8472 0.8303 -0.5168  0.6946
H: -3.5564 3.7112 3.6473  0.4130
H: 2.7196 6.6560 4.0616  0.3935
H: -1.6826 5.1839 0.5780  0.5565
H: 4.0249 1.8019 0.6860  0.2461
H: -0.5608 -4.5301 -3.5004  0.3529
H: 1.5605 1.5302 -6.6516  0.3467
H: -2.9857 0.1076 6.0782  0.4123
H: -3.3669 3.1819 -4.0323  0.4566
H: -2.2400 0.0310 -1.5565  0.6807
H: 0.0230 2.3944 -6.5965  0.3718
H: -3.5020 3.9213 0.1801  0.8667
H: -3.2940 2.2705 -0.3638  0.2830
H: 3.3152 1.9243 3.4815  0.3459
H: 3.9454 -0.0736 3.4139  0.7129
H: -2.7808 2.1066 5.3653  0.4553
H: -1.8853 -3.4134 -3.8511  0.3819
H: -4.7883 -0.8921 3.8078  0.2852
H: -3.9896 1.2032 -2.4904  0.4121
H: -2.6783 -1.3238 5.1002  0.3517
H: -0.3512 -2.0283 -6.8707  0.5175
H: -3.2810 2.5140 2.3713  -0.1841
H: -0.2738 -2.0221 -2.0981  0.5146
H: 0.5724 -4.1277 3.0294  0.6635
H: 1.2708 7.4539 3.4589  0.4134
H: 5.4051 0.0362 1.6529  0.5889
H: -3.7399 -5.6112 1.1403  0.4405
H: -4.5406 3.6882 -1.9551  0.4353
H: 2.9898 -5.0812 1.7433  0.4975
H: -3.1807 4.7743 -2.1328  0.3558
H: 0.7684 -4.1999 -1.5654  0.0817
H: 2.7098 4.0378 4.0402  0.5454
H: 2.8828 -2.2896 -4.7036  0.3722
H: 2.7206 1.8644 -4.0149  0.5894
H: -1.2421 -0.8713 -5.8788  0.3649
H: -1.5294 2.3724 4.1575  0.3561
H: 4.5126 -1.2082 0.8076  -0.0501
H: -1.4308 1.5357 -4.8727  0.5563
H: 4.1288 -3.7186 1.7922  0.4008
H: -4.5437 2.2518 3.5809  0.3204
H: 1.4944 3.1444 -5.9653  0.4664
H: -5.1518 0.4768 4.8768  0.2906
H: 3.7990 -4.5614 -1.4613  0.4930
H: -5.0917 -1.1566 5.5272  0.4191
H: 4.6477 -3.1356 -0.8219  0.4287
H: -0.9814 2.5344 -0.4333  -0.3477
H: 3.0136 -1.3131 2.5761  -0.5425
H: 3.6816 1.1329 -2.1767  0.4388
H: -1.8295 3.0563 -3.2041  0.3388
H: 0.4381 -0.5421 -6.3357  0.2302
H: 0.8279 -5.2763 -0.1449  0.5813
H: 1.4590 -1.8340 -2.3159  -1.2826
H: -3.2548 -3.1926 1.3841  0.4666
H: 0.0639 -6.5427 2.8641  0.4648
H: -2.0817 -7.2822 1.8860  0.4527
H: -0.0869 -3.7545 -0.0593  -0.1412
H: -1.1248 -4.3260 -5.1570  0.4508
H: 3.4185 -2.9461 -2.0990  0.1556
H: 2.3427 -3.8840 -4.1457  0.3375
H: 1.1800 6.4139 4.8782  0.3159

Atoms 1-2, force components in eV/Å:
-0.14 -0.09 -0.07
0.05 0.02 0.00

Its electronic energy is -214041.021 eV. The charge is +2. For the HOMO-LUMO gap, the calculation gives 6.55 eV. Its lowest unoccupied orbital energy is -0.194 Ha. The calculation puts the highest occupied orbital energy at -11.83 eV.


Record 7
The following is a quantum chemistry calculation of a 2-piece molecular cluster, C5H10O overall at a distorted geometry, from OMol25.

Each line ends with the natural charge from an NBO analysis.
Element x y z (Å)
O: 0.6556 -2.9462 2.0474  -0.8669
C: 0.0530 1.7376 -0.2637  -0.3716
C: 0.8880 0.6391 -1.0344  -0.4918
C: 0.7758 -0.6871 -0.4951  -0.0076
C: -1.4482 1.4873 -0.3338  -0.6129
C: 0.5102 -1.6310 0.2304  -0.2608
H: -0.2843 -3.0762 1.7870  0.4573
H: 1.9503 0.9506 -1.0442  0.2313
H: -1.7001 1.3784 -1.4021  0.1967
H: 0.5171 0.6750 -2.0767  0.2200
H: -1.8022 0.5918 0.2042  0.2148
H: 0.3702 1.6740 0.7949  0.2019
H: 0.0550 -2.4577 0.7493  0.1928
H: -1.9776 2.3691 0.0645  0.2103
H: 1.1695 -3.4686 1.3906  0.4814
H: 0.2678 2.7641 -0.6183  0.2050

Atoms 1-2, force components in eV/Å:
0.22 -2.89 2.65
0.50 -0.98 0.92

Its electronic energy is -7390.590 eV. As for the SMILES: C#CCCC.O. The charge is 0. For the HOMO-LUMO gap, the calculation gives 9.99 eV. Its lowest unoccupied orbital energy is 0.026 Ha. The calculation puts the highest occupied orbital energy at -9.28 eV.


Record 8
The following is a quantum chemistry calculation of a 3-piece molecular cluster, C4H10N2O overall at a distorted geometry, from OMol25.

Each line ends with the natural charge from an NBO analysis.
Element x y z (Å)
O: 0.6789 -2.2834 -0.9056  -0.5471
N: 1.2507 0.2096 0.7589  -0.6039
N: -1.4112 0.4086 1.4833  -0.7538
C: -0.6567 1.8624 -0.3911  -0.6753
C: -0.5224 -2.0832 -0.7495  0.2258
C: -0.7233 0.5893 0.4154  0.2215
C: 2.0412 -0.4303 -0.0071  0.0231
H: 2.6653 -1.2572 0.3296  0.1782
H: -0.7109 2.7390 0.2563  0.2143
H: -1.0203 -2.2963 0.2146  0.1467
H: 2.1353 -0.1116 -1.0387  0.1726
H: 0.2971 1.9055 -0.9173  0.2168
H: -0.7368 -0.3355 -0.2823  0.1292
H: -1.4530 1.8979 -1.1281  0.2203
H: 1.1942 -0.1030 1.7309  0.3694
H: -1.8202 1.2678 1.8428  0.3311
H: -1.2081 -1.9799 -1.6122  0.1308

Atoms 1-2, force components in eV/Å:
-1.51 0.34 0.00
1.18 -0.16 -0.03

Its electronic energy is -9334.264 eV. As for the SMILES: [H]/N=C\C.C=N.C=O. The charge is 0. For the HOMO-LUMO gap, the calculation gives 9.53 eV. Its lowest unoccupied orbital energy is 0.023 Ha. The calculation puts the highest occupied orbital energy at -8.91 eV.


> Among the records above, which one has the lowest HOMO-LUMO gap?

C43H63AsGeN6O4STi


> Among the records above, which one has the lowest lowest unoccupied orbital energy?

CHLiO2Y


> Number 8 is which compound?

C4H10N2O


> Among the records above, which one has the highest lowest unoccupied orbital energy?

C5H10O